Arrangement P

This record from OMol25 describes a 2-piece molecular cluster, C6H8N3S overall. The level of theory is ωB97M-V/def2-TZVPD.

Cartesian coordinates (Å):
C 0.116 1.948 0.031
C 1.510 2.000 -0.114
C -0.210 0.593 -0.214
C 1.003 -0.067 -0.529
C -0.097 -2.123 -0.664
C -1.397 -0.298 -0.172
N 2.011 0.820 -0.470
N 1.049 -1.429 -0.700
N -1.260 -1.564 -0.345
S -2.887 0.551 0.207
H -0.654 2.699 0.423
H 2.185 2.817 0.073
H -0.163 -3.259 -0.849
H -1.244 -0.299 2.767
H 3.034 0.574 -0.520
H 1.976 -1.814 -1.103
H -1.267 -0.708 2.162
H -3.704 -0.442 0.017

Values from the calculation:
* HOMO level: -12.829 eV
* total charge: +1
* Kohn-Sham gap: 8.20 eV


Arrangement Q

This record from OMol25 describes an isolated ion of composition C6H8N3S and charge +1. The level of theory is ωB97M-V/def2-TZVPD.

Cartesian coordinates (Å):
C 1.658 -0.766 -2.082
C 0.943 -0.244 -0.833
N 1.720 0.330 0.021
N 1.027 0.641 1.079
S 1.363 1.162 2.640
C -0.326 1.065 2.980
C -1.057 0.718 1.893
N -0.288 0.349 0.866
C -0.361 -0.205 -0.391
C -1.637 -0.594 -1.085
H 1.548 -0.056 -3.005
H 2.745 -0.798 -1.725
H 1.299 -1.742 -2.361
H -0.811 1.383 3.940
H -2.116 0.604 2.002
H -2.040 0.313 -1.647
H -1.221 -1.103 -1.926
H -2.445 -1.060 -0.366

Values from the calculation:
* HOMO level: -13.196 eV
* total charge: +1
* SMILES string: Cc1nn2scc[n+]2c1C
* Kohn-Sham gap: 8.83 eV


Which structure wins on stability? arrangement P wins.


Arrangement P

This record from OMol25 describes C5H20FN10NiO5 as an isolated structure. The level of theory is ωB97M-V/def2-TZVPD.

Cartesian coordinates (Å):
Ni 17.644 -7.070 13.943
F 15.644 -4.860 15.921
C 13.077 1.340 14.459
O 12.503 2.426 14.410
N 13.454 0.702 15.574
N 13.175 0.546 13.394
H 13.266 1.017 16.515
H 14.009 -0.139 15.508
H 12.624 0.908 12.628
H 13.337 -0.432 13.586
C 13.238 -3.666 21.201
O 12.720 -3.520 22.306
N 14.430 -3.266 20.907
N 12.640 -4.206 20.214
H 14.670 -3.270 19.926
H 15.085 -2.829 21.540
H 11.640 -4.339 20.250
H 13.105 -4.377 19.334
C 18.321 -9.607 19.253
O 18.729 -9.285 18.122
N 18.813 -10.514 19.942
N 17.511 -8.835 19.903
H 18.742 -10.956 20.847
H 19.614 -10.790 19.393
H 17.189 -9.186 20.794
H 17.161 -8.013 19.434
C 15.865 -3.670 8.394
O 16.125 -4.272 9.452
N 16.284 -2.421 8.196
N 15.503 -4.215 7.248
H 15.741 -2.137 7.393
H 16.552 -1.686 8.835
H 15.574 -3.858 6.306
H 15.278 -5.199 7.277
C 8.870 -4.694 13.265
O 9.206 -4.361 12.113
N 9.686 -4.988 14.268
N 7.644 -4.967 13.669
H 10.592 -4.803 13.862
H 9.466 -5.746 14.898
H 7.477 -5.085 14.658
H 6.848 -4.914 13.050

Values from the calculation:
* HOMO level (spin up / spin down): -11.308 / -11.308 eV
* ⟨S²⟩: 2.006
* total charge: +1
* spin multiplicity: 3
* Kohn-Sham gap (spin up / spin down): 4.04 / 2.78 eV


Arrangement Q

This record from OMol25 describes C5H20FN10NiO5 as an isolated structure. The level of theory is ωB97M-V/def2-TZVPD.

Cartesian coordinates (Å):
Ni -0.247 -0.422 0.660
F -0.323 -1.268 2.590
C 2.184 -2.474 0.859
O 1.470 -1.537 0.367
N 3.210 -2.955 0.293
N 1.940 -3.080 1.950
H 3.414 -2.565 -0.617
H 3.744 -3.726 0.667
H 1.171 -2.729 2.503
H 2.334 -4.008 2.000
C 0.305 0.730 -2.443
O 0.136 0.276 -1.358
N -0.430 1.638 -3.075
N 1.404 0.576 -3.156
H -0.259 1.785 -4.059
H -1.266 1.989 -2.629
H 2.259 0.182 -2.790
H 1.524 1.210 -3.933
C -2.061 2.062 0.913
O -1.681 0.915 0.924
N -2.021 2.775 2.014
N -2.713 2.703 0.034
H -2.060 3.781 1.939
H -1.416 2.436 2.749
H -2.833 2.393 -0.920
H -3.041 3.638 0.226
C 2.008 1.706 1.481
O 0.954 1.108 1.588
N 3.001 1.045 1.054
N 2.174 2.889 1.849
H 2.867 0.063 0.857
H 3.917 1.464 0.980
H 3.086 3.259 2.076
H 1.284 3.343 1.992
C -2.549 -2.238 -0.772
O -1.584 -1.787 -0.194
N -3.379 -1.436 -1.295
N -2.842 -3.547 -0.837
H -3.492 -0.451 -1.104
H -4.266 -1.706 -1.697
H -2.292 -4.194 -0.290
H -3.632 -3.841 -1.392

Values from the calculation:
* HOMO level (spin up / spin down): -11.352 / -11.254 eV
* ⟨S²⟩: 2.003
* total charge: +1
* spin multiplicity: 3
* Kohn-Sham gap (spin up / spin down): 9.16 / 9.07 eV


Which structure wins on stability? arrangement Q wins.


Arrangement P

This record from OMol25 describes a 13-piece molecular cluster, C14H54O20 overall. The level of theory is ωB97M-V/def2-TZVPD.

Cartesian coordinates (Å):
O 0.228 -0.150 -0.124
H -0.068 -0.493 -0.943
H 0.255 -0.958 0.314
O -0.473 -1.493 -2.239
H -1.201 -1.890 -1.772
H -0.917 -1.150 -3.045
O -0.181 -2.914 0.300
H -0.063 -2.906 1.259
H -1.062 -3.292 0.258
O 1.875 1.410 1.679
H 1.596 0.896 0.931
H 2.273 2.266 1.379
O 2.059 -2.117 -1.855
H 1.151 -2.006 -2.112
H 2.199 -3.042 -2.132
O 2.832 -2.086 0.678
H 2.365 -2.131 -0.186
H 3.499 -2.795 0.498
C -1.450 -0.656 3.500
C -2.493 0.269 4.185
O -3.461 -0.533 4.829
O -0.452 0.218 2.964
H -1.861 -1.285 2.713
H -1.124 -1.416 4.251
H -3.058 0.782 3.440
H -1.996 0.911 4.840
H -4.059 -0.947 4.146
H 0.281 -0.356 2.592
C -2.190 2.095 -3.070
C -1.991 3.686 -3.209
O -0.749 4.070 -3.768
O -3.461 1.790 -2.597
H -1.422 1.598 -2.387
H -2.112 1.676 -4.041
H -2.103 4.179 -2.272
H -2.855 4.067 -3.747
H -0.060 3.530 -3.413
H -3.516 2.062 -1.694
C -1.266 2.467 0.722
C -2.674 3.032 0.930
O -3.578 2.311 0.205
O -0.445 3.071 1.696
H -0.881 2.606 -0.246
H -1.239 1.385 0.869
H -2.650 4.090 0.598
H -2.925 3.019 2.021
H -3.758 1.498 0.611
H 0.269 2.512 1.962
C 1.485 2.422 -2.219
C 1.611 1.314 -3.189
O 0.578 1.352 -4.178
O 1.969 3.653 -2.729
H 2.102 2.166 -1.342
H 0.489 2.540 -1.864
H 1.547 0.415 -2.579
H 2.649 1.300 -3.550
H 0.681 0.472 -4.550
H 2.916 3.724 -2.470
C 4.901 -0.428 -1.206
C 5.067 -0.850 -2.631
O 6.371 -1.477 -2.639
O 3.673 0.224 -1.090
H 5.574 0.351 -0.874
H 4.911 -1.342 -0.544
H 4.987 0.021 -3.281
H 4.328 -1.581 -2.837
H 6.303 -1.986 -3.464
H 3.019 -0.484 -0.882
C 1.846 -2.077 3.922
C 1.230 -3.390 4.409
O 1.938 -3.734 5.624
O 1.332 -1.809 2.681
H 2.976 -1.948 3.821
H 1.597 -1.282 4.681
H 1.532 -4.070 3.620
H 0.108 -3.167 4.450
H 1.445 -3.639 6.392
H 1.998 -2.039 1.970
C -3.120 -1.186 -0.599
C -4.554 -0.755 -0.407
O -4.592 0.022 0.846
O -3.043 -2.356 -1.368
H -2.700 -1.457 0.390
H -2.644 -0.250 -0.955
H -5.239 -1.589 -0.308
H -4.830 -0.275 -1.346
H -4.323 -0.607 1.536
H -3.206 -3.076 -0.759

Values from the calculation:
* HOMO level: -9.167 eV
* Kohn-Sham gap: 8.39 eV


Arrangement Q

This record from OMol25 describes a 13-piece molecular cluster, C14H54O20 overall. The level of theory is ωB97M-V/def2-TZVPD.

Cartesian coordinates (Å):
O -4.462 -16.386 7.049
H -5.360 -16.535 6.702
H -4.183 -15.641 6.491
O -3.083 -14.689 4.538
H -2.919 -14.312 3.659
H -2.679 -15.548 4.714
O -1.932 -23.384 4.501
H -1.824 -24.246 4.079
H -1.023 -23.091 4.595
O -5.907 -17.199 2.376
H -6.589 -16.642 2.834
H -5.898 -16.804 1.501
O -1.678 -17.534 4.723
H -1.681 -18.148 3.967
H -1.029 -17.935 5.287
O -2.421 -17.748 8.227
H -2.140 -16.828 8.345
H -3.313 -17.581 7.898
C -0.113 -19.791 7.550
C 0.652 -21.062 7.168
O 0.893 -21.843 8.342
O -1.361 -20.256 8.122
H -0.226 -19.190 6.643
H 0.461 -19.279 8.388
H 1.605 -20.795 6.708
H -0.010 -21.675 6.538
H 0.018 -22.012 8.674
H -1.850 -19.423 8.369
C -7.298 -20.413 1.418
C -7.606 -21.547 2.328
O -6.672 -21.715 3.348
O -7.735 -19.256 2.096
H -7.853 -20.516 0.492
H -6.211 -20.296 1.173
H -7.674 -22.510 1.744
H -8.597 -21.323 2.791
H -5.809 -21.454 2.936
H -7.072 -18.564 1.924
C -3.940 -21.178 5.236
C -4.556 -19.696 5.349
O -5.952 -19.617 5.186
O -3.704 -21.442 3.857
H -4.730 -21.957 5.459
H -3.085 -21.321 5.870
H -4.117 -19.066 4.602
H -4.437 -19.302 6.363
H -6.240 -20.193 4.440
H -3.234 -22.276 3.902
C -9.164 -18.288 6.447
C -9.510 -19.729 6.629
O -9.877 -20.045 7.948
O -7.791 -18.022 6.765
H -9.729 -17.616 7.146
H -9.355 -17.908 5.441
H -8.826 -20.581 6.378
H -10.414 -19.982 6.055
H -9.228 -19.651 8.532
H -7.369 -18.591 6.130
C -3.563 -19.621 1.060
C -2.741 -18.327 0.908
O -1.741 -18.467 -0.078
O -4.052 -19.938 -0.227
H -4.408 -19.424 1.734
H -3.014 -20.455 1.429
H -2.276 -17.946 1.830
H -3.406 -17.553 0.533
H -1.773 -17.680 -0.696
H -3.363 -19.968 -0.885
C -8.325 -15.754 4.440
C -8.459 -14.781 5.584
O -7.203 -14.404 6.068
O -7.599 -15.248 3.353
H -9.336 -16.091 4.184
H -7.783 -16.668 4.735
H -8.966 -15.210 6.465
H -9.026 -13.919 5.147
H -6.779 -13.843 5.398
H -8.109 -14.658 2.826
C -0.345 -20.466 2.456
C 0.995 -20.784 3.028
O 0.823 -21.553 4.186
O -1.220 -19.867 3.417
H -0.884 -21.318 2.067
H -0.254 -19.713 1.647
H 1.610 -19.899 3.337
H 1.521 -21.368 2.308
H 0.168 -21.046 4.704
H -2.037 -20.385 3.536

Values from the calculation:
* HOMO level: -9.813 eV
* Kohn-Sham gap: 9.88 eV


Which structure wins on stability? arrangement Q wins.


Arrangement P

This record from OMol25 describes one molecule with the formula C4H4Cl2. The level of theory is ωB97M-V/def2-TZVPD.

Cartesian coordinates (Å):
Cl -2.747 -0.405 -0.250
C -1.637 0.899 -0.074
C -0.340 0.692 0.264
C 0.298 -0.588 0.222
C 1.616 -0.870 0.123
Cl 3.130 0.132 -0.265
H -1.953 1.835 -0.196
H 0.103 1.728 0.157
H -0.391 -1.489 0.143
H 1.921 -1.934 -0.123

Values from the calculation:
* HOMO level: -9.000 eV
* SMILES string: Cl/C=C\C=C/Cl
* Kohn-Sham gap: 9.12 eV


Arrangement Q

This record from OMol25 describes one molecule with the formula C4H4Cl2. The level of theory is ωB97M-V/def2-TZVPD.

Cartesian coordinates (Å):
C -0.400 -1.955 1.051
C -0.050 -1.165 0.135
C 0.527 -0.060 -0.634
C -0.317 1.332 -0.245
Cl 0.471 -0.597 -2.161
Cl 2.113 0.206 0.226
H -0.782 -2.519 2.152
H -1.363 1.253 -0.686
H 0.066 2.162 -0.708
H -0.265 1.343 0.869

Values from the calculation:
* HOMO level: -9.992 eV
* SMILES string: C#CC(C)(Cl)Cl
* Kohn-Sham gap: 10.78 eV


Arrangement R

This record from OMol25 describes one molecule with the formula C4H4Cl2. The level of theory is ωB97M-V/def2-TZVPD.

Cartesian coordinates (Å):
C -1.350 0.503 0.764
C -0.715 -0.500 0.154
Cl -1.585 -1.921 -0.364
C 0.738 -0.501 -0.162
C 1.339 0.523 -0.776
Cl 1.654 -1.884 0.363
H -2.465 0.499 0.938
H -0.778 1.361 1.101
H 0.728 1.384 -1.100
H 2.433 0.535 -0.917

Values from the calculation:
* HOMO level: -9.653 eV
* SMILES string: C=C(Cl)C(=C)Cl
* Kohn-Sham gap: 10.19 eV


Arrangement S

This record from OMol25 describes one molecule with the formula C4H4Cl2. The level of theory is ωB97M-V/def2-TZVPD.

Cartesian coordinates (Å):
C -1.422 0.105 -0.223
C 0.247 -0.234 -1.508
C -0.415 0.213 0.826
C 0.784 -0.076 -0.128
Cl 1.877 1.196 0.214
Cl 1.465 -1.628 0.315
H -2.178 -0.641 -0.122
H 0.434 0.334 -2.374
H -0.280 1.221 1.319
H -0.513 -0.491 1.681

Values from the calculation:
* HOMO level (spin up / spin down): -8.963 / -9.375 eV
* Kohn-Sham gap (spin up / spin down): 8.07 / 8.59 eV


Which structure wins on stability? arrangement R wins.


Arrangement P

This record from OMol25 describes a 2-piece molecular cluster, CHN2O2P overall. The level of theory is ωB97M-V/def2-TZVPD.

Cartesian coordinates (Å):
C 0.755 1.470 0.160
N 1.167 2.103 -0.710
N -1.078 -1.553 -1.055
O -2.131 -1.173 -1.455
O -0.382 -1.223 -0.070
P 0.245 0.508 1.560
H 1.425 -0.131 1.569

Values from the calculation:
* HOMO level (spin up / spin down): -10.852 / -9.191 eV
* Kohn-Sham gap (spin up / spin down): 8.90 / 6.75 eV


Arrangement Q

This record from OMol25 describes a 2-piece molecular cluster, CHN2O2P overall. The level of theory is ωB97M-V/def2-TZVPD.

Cartesian coordinates (Å):
C -1.497 0.638 -0.154
N -2.534 0.722 -0.654
N 0.878 -0.163 -0.511
O 1.121 0.475 -1.502
O 1.169 -1.268 -0.169
P -0.004 0.803 0.778
H 0.868 -1.207 2.213

Values from the calculation:
* HOMO level (spin up / spin down): -10.758 / -10.087 eV
* Kohn-Sham gap (spin up / spin down): 8.00 / 8.61 eV


Which structure wins on stability? arrangement P wins.


Arrangement P

This record from OMol25 describes a 2-piece molecular cluster, C2H8N3O overall. The level of theory is ωB97M-V/def2-TZVPD.

Cartesian coordinates (Å):
C -0.031 0.738 1.192
C 0.208 -0.920 -2.801
N 0.145 1.979 1.651
N -0.385 -0.208 2.074
N 0.047 -1.409 -1.653
O 0.139 0.492 -0.017
H -0.564 -1.153 1.783
H 0.234 -1.511 -3.708
H 0.328 0.155 -2.889
H 0.011 2.223 2.616
H 0.422 2.698 1.005
H -0.544 -0.002 3.046
H -0.061 -2.415 -1.533
H 0.050 -0.667 -0.764

Values from the calculation:
* HOMO level: -14.439 eV
* total charge: +1
* Kohn-Sham gap: 10.45 eV


Arrangement Q

This record from OMol25 describes a 2-piece molecular cluster, C2H8N3O overall. The level of theory is ωB97M-V/def2-TZVPD.

Cartesian coordinates (Å):
C -2.004 -0.531 -0.523
N -2.259 -1.837 -0.446
O -0.980 -0.036 -0.995
H -2.874 0.097 -0.288
H -3.176 -2.124 -0.146
H -1.594 -2.529 -0.780
N 1.390 1.065 -0.477
C 2.097 1.063 0.611
N 1.776 0.436 1.731
H 0.471 0.583 -0.611
H 1.985 1.266 -1.278
H 3.060 1.570 0.666
H 2.114 0.764 2.621
H 0.914 -0.098 1.793

Values from the calculation:
* HOMO level: -14.370 eV
* total charge: +1
* Kohn-Sham gap: 11.18 eV


Which structure wins on stability? arrangement Q wins.